Computed, not measured: a structure of composition C27H27ClN3O2PPdS, with ωB97M-V/def2-TZVPD.

```
63
Properties=species:S:1:pos:R:3
Pd -0.92077 -1.49238 -0.51956
C 1.86670 -0.10276 -1.85358
P 1.22510 -1.24172 -0.53095
C 1.68145 -0.23131 0.95058
C 2.17695 1.07104 0.91408
C 2.42595 1.77989 2.08540
C 2.19784 1.19201 3.32008
C 1.69986 -0.10560 3.37303
C 1.43305 -0.79834 2.20388
C 2.74515 -2.32237 -0.57115
C 2.81430 -3.19990 -1.65851
C 3.88895 -4.05737 -1.82353
C 4.91635 -4.07839 -0.88479
C 4.85012 -3.22929 0.21047
C 3.77780 -2.35875 0.36477
H 2.90271 0.22609 -1.72224
H 1.20594 0.76354 -1.90868
H 1.76561 -0.64848 -2.79341
H 2.35880 1.55721 -0.03577
H 2.78963 2.80015 2.02361
H 2.38809 1.74509 4.23318
H 1.48943 -0.57211 4.32876
H 0.98937 -1.78679 2.25211
H 1.99583 -3.21229 -2.37314
H 3.91697 -4.72267 -2.67901
H 5.75353 -4.75733 -1.00284
H 5.63959 -3.23808 0.95484
H 3.75366 -1.69860 1.22290
Cl -3.36288 -4.54900 1.19971
C -4.09371 -2.96034 1.32564
C -5.46345 -2.87912 1.19549
C -6.12123 -1.65852 1.29994
C -5.33821 -0.52449 1.54706
C -3.97386 -0.60992 1.67411
C -3.24441 -1.84074 1.55268
C -1.83830 -1.88096 1.65256
H -6.01621 -3.79266 1.00720
H -7.19656 -1.59422 1.18684
H -5.80958 0.45045 1.63426
H -3.39366 0.28999 1.84778
H -1.36220 -2.83531 1.84365
H -1.39180 -1.02532 2.15357
O -1.53907 -3.34210 -2.65171
N -1.08554 -2.85661 -3.69516
O -0.62942 -1.68144 -3.61469
N -1.22969 0.95891 -3.30047
C -1.25416 1.57217 -2.07907
S -1.85544 0.82823 -0.74038
N -0.72071 2.85728 -2.13421
C -0.60311 3.82996 -1.14523
C -0.60637 5.16979 -1.55346
C -0.43014 6.19444 -0.64229
C -0.25080 5.91004 0.70497
C -0.24141 4.58223 1.11176
C -0.40956 3.54510 0.21072
H -1.30459 -0.06696 -3.23728
H -0.44929 1.21085 -3.89363
H -0.72447 3.23313 -3.07072
H -0.75526 5.40239 -2.60325
H -0.43759 7.22140 -0.98897
H -0.11742 6.70830 1.42452
H -0.09105 4.33274 2.15547
H -0.38683 2.51986 0.54203
```

ΔE to the lowest compared entry with this formula, charge and spin   0.0 kJ/mol
Spin multiplicity   1
F_max   0.718 eV/Å
Total energy   -73127.1877 eV
Total charge   -2
LUMO   0.15705 Ha

Computed, not measured: a structure of composition C6H10, with ωB97M-V/def2-TZVPD.

```
16
Properties=species:S:1:pos:R:3
C -0.84434 -0.72146 1.71517
C -0.51869 0.52473 0.93226
C 0.94965 0.64444 0.52226
C 0.86583 0.56907 -0.98509
C 0.23800 -0.66039 -1.59771
C -0.61024 0.51004 -1.26538
H -1.25210 -0.37405 2.67670
H -1.61491 -1.37331 1.28975
H 0.03884 -1.33879 1.93914
H -1.17618 0.81018 -0.11528
H 1.34622 1.60913 0.86386
H 1.57980 -0.14987 0.94703
H 1.56941 1.12842 -1.59919
H 0.12219 -1.59568 -1.05362
H 0.46451 -0.79696 -2.65622
H -1.14222 1.10930 -2.00167
```

ΔE to the lowest compared entry with this formula, charge and spin   507.9 kJ/mol
Spin multiplicity   1
F_max   0.281 eV/Å
Total energy   -6378.5958 eV
Total charge   0
LUMO   0.02470 Ha

Q: Number 1 is which compound?
A: C27H27ClN3O2PPdS